190
Properties=species:S:1:pos:R:3:forces:R:3 method="wB97M-V/def2-TZVPD" homo_energy_ev="-9.2 / -9.2" max_force_ev_per_a=4.404 total_charge=+1 spin_multiplicity=2 e_tot_ev=-114619.3394
C -0.7111 -5.0919 5.3776 -0.021 -0.549 0.164
C -0.1957 -4.8019 3.9500 0.576 -0.120 -0.197
C 1.4038 -4.6848 4.0504 -0.882 0.179 -1.222
C 2.0665 -4.6168 2.6468 -0.523 -0.419 0.502
C 1.7639 -5.9502 1.9368 -0.280 1.130 0.784
C 0.2477 -6.2370 1.8232 -0.036 -0.551 -0.855
N -0.5670 -5.9138 3.0211 3.774 0.253 1.841
O -1.8915 -6.2832 3.0330 -0.433 0.123 -0.410
C -0.3312 -5.4312 0.6848 -0.915 1.585 -1.246
C 0.1932 -7.7427 1.4985 -0.895 -0.409 1.357
C -0.8585 -3.4595 3.5204 0.293 0.160 0.069
H -1.6975 -5.5556 5.3666 -0.214 0.438 -0.071
H -0.7346 -4.1977 6.0005 -0.261 0.193 -0.241
H -0.1128 -5.7887 5.9646 0.438 -0.218 -0.406
H 1.6302 -3.8051 4.6529 -0.071 0.229 -0.021
H 1.8484 -5.5272 4.5802 -0.378 -0.243 0.072
H 3.1423 -4.4479 2.6942 0.080 -0.093 0.250
H 1.6721 -3.7649 2.0928 -0.186 -0.003 -0.160
H 2.2588 -6.7618 2.4703 -0.006 -0.032 0.194
H 2.1778 -5.9380 0.9285 -0.170 -0.077 -0.096
H 0.2232 -4.5284 0.4285 0.631 -0.042 0.044
H -0.5806 -5.8476 -0.2912 0.539 -0.745 0.144
H -1.2793 -4.9492 0.9234 -0.120 -0.469 0.530
H 0.4150 -8.3467 2.3784 -0.230 0.288 0.695
H -0.8495 -7.9554 1.2628 0.237 -0.499 -0.638
H 0.9602 -8.1847 0.8625 -0.386 0.792 -0.962
H -0.6820 -2.6761 4.2575 -0.025 -0.038 0.333
H -1.9385 -3.5859 3.4447 -0.055 -0.136 0.031
H -0.5158 -3.0084 2.5892 0.214 -0.507 -0.292
H -1.8757 -6.9841 3.6888 -0.478 -0.334 -0.060
C 4.5019 5.5672 -0.4734 0.357 -0.860 0.236
C 3.0603 5.3304 0.0544 1.616 1.543 1.268
C 2.2571 6.5018 -0.4168 -1.007 1.970 -1.145
C 0.7386 6.3544 -0.5520 0.258 -0.172 0.321
C 0.4537 5.0229 -1.2020 -0.785 0.340 0.438
C 1.1176 3.7961 -0.5317 -1.310 1.256 -2.229
N 2.5612 4.1440 -0.5471 -1.633 -1.541 -0.548
O 3.3083 2.9874 -0.2160 0.352 0.296 0.338
C 0.4529 3.5078 0.8131 0.977 -0.039 0.772
C 0.8198 2.6105 -1.5323 0.770 0.359 1.215
C 3.1055 5.3904 1.6122 -0.411 -2.057 0.260
H 4.5742 5.3769 -1.5443 -0.277 0.202 -0.123
H 5.1890 4.8547 -0.0172 0.015 -0.134 0.171
H 4.9314 6.5454 -0.2570 -0.457 0.163 0.065
H 2.4400 7.3843 0.1962 0.370 -0.107 0.291
H 2.6492 6.8009 -1.3888 -0.110 -0.131 -0.311
H 0.2655 7.1013 -1.1896 0.527 0.355 -0.164
H 0.2208 6.5374 0.3895 0.041 -0.505 0.472
H 0.7586 5.1852 -2.2359 0.217 -0.693 -0.140
H -0.6291 4.8980 -1.2098 -0.108 -0.371 -0.116
H 0.9419 2.6037 1.1760 -0.309 -0.264 0.320
H 0.6513 4.2674 1.5691 0.280 0.222 -0.156
H -0.6328 3.4150 0.8397 0.005 -0.342 -0.729
H 1.4509 2.7284 -2.4132 0.122 -0.241 0.102
H 1.0260 1.6995 -0.9705 0.334 -0.303 -0.483
H -0.2150 2.5208 -1.8628 -0.129 0.473 0.298
H 3.1545 4.3584 1.9596 -0.064 -0.434 -0.010
H 2.1517 5.7298 2.0160 0.211 0.566 0.069
H 3.9831 5.7819 2.1266 -0.097 0.873 -0.530
H 3.8898 2.9538 -0.9791 0.239 -0.511 -0.034
C 2.2743 -1.3095 -1.8262 0.755 0.941 -0.746
C 3.8466 -1.5201 -1.9064 -2.415 -1.115 -0.941
C 4.0626 -2.9805 -1.5905 2.118 -0.946 -0.738
C 3.8164 -3.9748 -2.7566 0.591 1.231 1.007
C 4.6721 -3.5599 -3.9649 -0.690 -1.168 0.283
C 4.4129 -2.1698 -4.4030 -0.024 2.979 -0.587
N 4.4152 -1.2406 -3.2177 1.402 -0.312 -0.328
O 4.3671 0.1649 -3.5437 -0.694 -1.130 -0.151
C 5.5817 -1.7355 -5.3901 -1.254 0.083 -0.172
C 3.0196 -2.1024 -5.1789 0.987 -0.479 0.979
C 4.5207 -0.6743 -0.8917 -0.173 0.801 0.942
H 2.0738 -0.4693 -2.4911 -0.258 0.486 0.338
H 1.9767 -1.0809 -0.8029 -0.056 0.048 -0.046
H 1.6301 -2.0907 -2.2296 0.425 -0.499 0.186
H 5.1389 -3.0668 -1.4415 0.413 -0.054 0.325
H 3.6399 -3.3300 -0.6485 -0.526 0.335 -0.081
H 2.7401 -3.9269 -2.9223 0.030 -0.759 -0.475
H 4.2138 -4.9119 -2.3669 -0.718 -0.388 -0.295
H 4.4070 -4.1585 -4.8364 -0.041 -0.335 -0.011
H 5.7316 -3.7659 -3.8129 0.068 0.224 0.421
H 5.3067 -0.8148 -5.9046 -0.138 0.030 -0.008
H 6.5998 -1.5716 -5.0370 -0.228 -0.268 0.801
H 5.6461 -2.5091 -6.1554 -0.033 -0.076 -0.097
H 3.1924 -2.2163 -6.2490 -0.229 0.309 -0.018
H 2.4106 -2.9427 -4.8454 -0.017 -0.125 -0.098
H 2.4448 -1.2241 -4.8850 0.301 0.263 -0.486
H 4.2958 0.3769 -1.0721 0.070 0.079 0.069
H 5.6004 -0.8140 -0.8388 -0.003 -0.130 -0.170
H 4.0807 -0.9242 0.0737 0.180 0.061 0.225
H 5.2427 0.4813 -3.3097 0.206 -0.067 -0.063
C -0.4553 -2.2053 -4.4204 -0.825 1.118 -0.505
C -1.4884 -1.1814 -5.0926 1.344 0.662 -1.834
C -0.7647 -0.3386 -6.2227 0.069 0.631 0.179
C -0.5186 -1.0188 -7.5376 -1.478 -0.601 1.126
C -1.8402 -1.6131 -8.0762 0.537 0.517 0.548
C -2.6734 -2.4099 -7.0371 -0.610 -0.980 -1.301
N -2.7030 -1.8049 -5.7090 1.828 3.754 -1.401
O -3.4261 -2.4805 -4.7969 -0.461 -1.457 0.906
C -4.1901 -2.4282 -7.5405 1.398 0.107 -0.273
C -2.0645 -3.8421 -7.0750 -0.589 -0.029 0.344
C -1.8798 -0.0748 -4.1135 -0.673 -1.211 0.806
H -0.8216 -2.8821 -3.6485 -0.532 0.104 0.028
H 0.2350 -1.5373 -3.9053 0.361 -0.261 -0.176
H 0.0391 -2.8309 -5.1636 0.192 0.249 -0.013
H -1.2310 0.6213 -6.4446 -1.026 -0.100 0.364
H 0.1858 0.0492 -5.8562 0.330 -0.455 0.483
H 0.1291 -1.8089 -7.1578 0.678 -0.350 -1.410
H -0.1602 -0.2901 -8.2647 0.709 -0.490 0.035
H -1.5174 -2.2493 -8.9003 -0.589 -0.290 -0.039
H -2.4742 -0.8365 -8.5041 0.107 0.291 0.058
H -4.7705 -3.1849 -7.0125 -0.174 0.422 0.105
H -4.5746 -1.4086 -7.5158 -0.220 -0.051 0.906
H -4.2872 -2.5965 -8.6131 0.498 -0.696 -0.137
H -1.0334 -3.8726 -6.7229 0.043 0.120 -0.099
H -2.6326 -4.5517 -6.4734 -0.101 -0.053 0.169
H -2.0973 -4.2250 -8.0950 0.026 0.044 0.019
H -1.0916 0.4114 -3.5387 0.477 -0.442 -0.216
H -2.4809 -0.6469 -3.4067 -0.256 0.812 0.409
H -2.4119 0.7408 -4.6032 -0.356 -0.349 0.018
H -2.8151 -3.2016 -4.6288 -0.254 -1.026 0.870
C 1.0325 4.6780 6.7953 -0.138 -0.442 0.553
C 0.7464 5.5979 5.5946 -0.054 -0.746 -1.980
C 0.2744 4.7611 4.3364 -0.428 -0.352 1.647
C -1.1751 4.2624 4.3101 -1.271 1.537 0.240
C -2.2551 5.3426 4.5602 1.543 0.820 -0.414
C -1.8804 6.2704 5.7569 -0.694 -0.289 -0.810
N -0.3769 6.5694 5.8207 0.179 -2.465 0.403
O -0.0423 7.4784 6.7147 0.451 0.614 0.087
C -2.5870 7.6386 5.4850 -0.012 -1.452 1.016
C -2.2315 5.5414 7.0884 0.475 0.962 0.876
C 2.0410 6.3340 5.1185 -0.137 0.613 0.504
H 0.8226 5.0736 7.7891 -0.247 0.359 -0.169
H 2.0828 4.3934 6.8566 0.144 0.336 -0.467
H 0.5169 3.7226 6.6979 -0.353 0.113 -0.030
H 0.5198 5.3592 3.4589 -0.034 -0.385 -0.121
H 0.8092 3.8148 4.4180 0.757 0.325 -0.612
H -1.4837 3.5642 5.0881 1.016 -0.905 -0.387
H -1.3313 3.9178 3.2878 -0.147 -0.698 0.299
H -3.2258 4.8722 4.7166 0.066 0.128 0.323
H -2.3713 5.9848 3.6872 0.046 0.026 -0.164
H -3.6416 7.3960 5.3543 -0.022 0.062 -0.036
H -2.5296 8.2771 6.3665 0.164 0.417 -0.356
H -2.2297 8.0238 4.5300 0.106 0.405 0.302
H -1.8774 6.1075 7.9499 0.105 0.351 -0.030
H -3.3049 5.4756 7.2662 -0.052 -0.109 -0.594
H -1.7641 4.5693 7.2450 -0.152 -0.115 -0.660
H 2.7208 6.6527 5.9087 -0.413 0.087 0.361
H 1.8020 7.2136 4.5208 -0.110 0.033 -0.065
H 2.6778 5.7171 4.4845 -0.503 -0.458 -0.045
H -0.1777 8.3031 6.2424 -0.322 1.130 0.330
C -3.3065 -3.3855 0.2700 -0.668 -1.311 0.669
S -2.8789 -3.3394 -1.5158 0.818 -0.521 0.280
O -1.4973 -4.0100 -1.5690 -1.995 0.842 -0.188
C -4.1223 -4.6101 -2.1271 0.607 -0.102 0.583
H -2.7014 -2.8895 1.0290 0.822 0.318 -0.901
H -3.2229 -4.4488 0.4945 0.023 -0.130 0.126
H -4.3051 -3.1122 0.6109 -0.399 0.188 -0.946
H -4.1632 -4.6038 -3.2163 0.144 0.357 0.092
H -5.1310 -4.5167 -1.7249 0.117 0.523 0.067
H -3.7478 -5.5837 -1.8110 0.232 0.040 0.083
C -2.7735 0.9126 1.7217 -0.458 -0.180 -1.091
S -2.4694 0.0302 0.1100 0.983 0.170 -0.395
O -2.3706 1.0068 -1.0195 -0.557 0.190 0.585
C -0.7564 -0.4391 0.4400 -0.042 -0.048 1.035
H -2.7345 0.2544 2.5896 0.386 -0.062 -0.122
H -3.8215 1.1850 1.5964 -0.017 0.271 0.095
H -2.1627 1.8118 1.8026 0.128 -0.194 0.035
H -0.1792 -0.9913 -0.3017 -0.794 -0.079 -0.406
H -0.8896 -1.0552 1.3293 0.466 -0.172 0.186
H -0.1718 0.4458 0.6916 -0.188 0.156 0.088
C -4.9384 -0.1794 -3.5140 0.316 1.298 0.248
C -5.2124 1.1971 -2.9042 3.077 1.060 -0.274
O -6.4906 1.4967 -3.2616 -2.855 0.641 0.533
C -7.1668 0.3696 -3.4078 -2.248 -1.891 -2.771
O -8.3681 0.2395 -3.6314 3.140 0.414 1.272
O -6.2410 -0.6523 -3.5941 -2.684 -0.753 0.920
H -4.3056 -0.7357 -2.8225 -0.248 -0.380 -0.421
H -4.5809 -0.1632 -4.5436 0.570 0.034 0.263
H -4.6686 2.0310 -3.3480 0.777 -0.331 0.201
H -5.0478 1.2284 -1.8271 -0.187 -0.144 0.115
C 0.7133 -0.2516 7.1114 1.392 0.031 0.153
C -0.0309 -1.5330 7.1297 -1.020 -1.930 -0.540
O -1.3525 -1.1820 6.5594 1.427 -0.079 0.803
C -1.1915 -0.0021 5.9359 -2.477 0.191 -1.205
O -2.0652 0.5109 5.2575 1.669 -0.541 1.043
O 0.0178 0.5148 6.1461 0.115 0.844 -0.085
H 1.7232 -0.4175 6.7364 0.030 0.113 0.039
H 0.8102 0.2652 8.0662 -0.440 0.143 -0.020
H -0.0819 -2.1386 8.0346 -0.669 0.933 0.561
H 0.4167 -2.3011 6.4989 0.029 0.386 -0.792